[1]
7
Properties=species:S:1:pos:R:3:forces:R:3:nbo_charge:R:1 method="wB97M-V/def2-TZVPD" smiles="C#[PH]C(=O)[O-]" gap_ev="7.88 / 7.88" e_above_lowest_kcal_mol=64.52 charge=-1
C 1.4758 2.4227 -0.5059 -0.30 1.38 -0.18 0.660
C -1.0191 1.1232 0.4672 -0.41 -0.38 0.60 -0.733
O 2.5579 1.8760 -0.6115 1.06 -0.42 -0.12 -0.715
H 1.2392 0.2302 -0.3035 1.44 -2.61 0.59 -0.073
O 1.0957 3.5515 -0.2714 -0.32 0.40 -0.09 -0.692
P 0.1947 0.9606 -0.6534 -1.56 1.37 -0.23 0.416
H -1.1635 0.2710 1.1753 0.09 0.26 -0.58 0.137

***

[2]
44
Properties=species:S:1:pos:R:3:forces:R:3:nbo_charge:R:1 method="wB97M-V/def2-TZVPD" smiles="N[C@@H](Cc1c[nH]cn1)C(=O)N[C@@H](Cc1c[nH]c2ccccc12)C(=O)O" gap_ev=8.65 e_above_lowest_kcal_mol=28.09
H 2.9296 1.2266 -0.8175 -0.14 -0.15 0.39 0.198
O 1.1034 1.4424 1.7901 0.13 -0.97 -0.44 -0.622
C -4.0428 1.4812 -0.8208 0.53 -0.93 0.03 -0.185
C 4.9515 -0.4076 -0.1550 0.26 1.02 0.78 0.075
C -0.6567 -0.9893 1.4532 -0.59 0.93 -0.89 0.784
H -1.4398 -0.0536 -1.7544 0.20 0.07 -0.48 0.223
H -5.3346 3.1248 -0.9076 -0.40 0.68 -0.02 0.214
H -3.0417 -3.0445 0.0319 0.11 -0.34 -0.15 0.211
C 3.6612 -0.2512 0.5488 -0.83 -1.38 0.13 -0.423
H 7.1172 -1.9854 -1.8890 -0.24 -0.12 0.07 0.194
N 5.3017 -1.5639 -0.7946 0.07 0.33 -0.92 -0.462
H -1.2250 0.9672 0.6026 0.11 -1.40 -0.02 0.246
C 6.4867 -1.3299 -1.3053 0.90 1.00 1.27 0.166
H -5.5421 -2.6573 0.3093 0.37 0.41 -0.14 0.418
H -3.0883 2.0538 -1.0449 -1.49 -0.71 0.18 0.216
C -6.3624 -0.0217 -0.0263 -1.22 0.73 -0.64 -0.244
C -3.9933 0.0740 -0.5887 0.39 -0.23 -0.60 -0.111
H -7.3699 1.8403 -0.1868 0.22 0.17 -0.13 0.213
C 5.9645 0.5223 -0.1290 1.12 -0.38 -1.29 -0.116
C -2.9729 -0.9616 -0.6489 -0.05 1.01 1.05 -0.107
O -1.5076 -1.0670 2.2863 -0.53 0.19 0.54 -0.584
C -0.7414 0.0063 0.2584 0.33 1.07 0.62 -0.133
C -6.4033 1.3604 -0.3193 -1.70 -1.65 0.79 -0.219
H 0.9737 0.0077 -1.0450 -0.05 0.18 0.65 0.400
N 3.6954 2.1897 0.8586 -1.40 -0.53 -0.27 -0.817
H 7.9199 0.2601 -1.0635 -1.14 -0.36 0.13 0.416
N 0.6042 0.4526 -0.2005 -0.59 -1.32 -0.03 -0.623
H 3.8860 -0.2897 1.6199 -0.37 -0.13 0.11 0.218
H 3.1921 3.0503 0.5746 0.49 -0.58 0.71 0.366
H 3.0464 -1.1712 0.2854 0.46 1.21 0.43 0.237
C -1.5437 -0.6840 -0.8835 0.84 0.10 0.54 -0.421
O 0.3608 -1.8575 1.4254 0.42 -0.16 0.40 -0.688
C -5.3008 2.0799 -0.7097 2.02 -0.14 -0.14 -0.246
H 0.2459 -2.3404 2.2753 0.24 0.07 -0.65 0.502
C 1.4801 0.9443 0.7334 -0.38 1.70 0.07 0.668
H 3.5752 2.0313 1.8607 0.06 0.76 -0.02 0.368
H 6.0593 1.5846 0.1640 -0.26 -1.19 0.01 0.251
N -4.8754 -1.9485 0.0249 0.81 -0.46 -0.18 -0.549
C 2.9242 1.0622 0.2801 0.92 -0.02 -1.26 -0.138
C -3.5295 -2.1221 -0.2065 0.01 0.04 -0.17 0.005
H -1.0528 -1.6326 -1.0216 0.43 -0.40 -0.59 0.217
N 6.9754 -0.1092 -0.8713 0.14 0.03 -0.51 -0.534
H -7.2848 -0.6330 0.2433 1.30 1.12 -0.25 0.213
C -5.1460 -0.6409 -0.2364 -1.49 0.74 0.89 0.203

***

[3]
40
Properties=species:S:1:pos:R:3:forces:R:3:nbo_charge:R:1 method="wB97M-V/def2-TZVPD" gap_ev=9.55 e_above_lowest_kcal_mol=0.00 charge=-1
O -0.2667 -1.7433 2.7350 -0.98 0.44 -0.14 -1.050
F 2.6632 1.0671 -0.3674 -0.28 -0.14 0.00 -0.522
H -0.8658 -1.1483 2.1731 0.45 -0.49 0.48 0.537
O 0.7554 -3.2303 -1.6529 -0.05 0.14 0.02 -1.143
C 1.3782 -2.5143 0.7858 0.84 0.01 0.20 -0.663
O 0.3018 -0.7601 -0.8854 0.07 0.66 -0.32 -1.145
O 1.3109 -0.0331 1.7915 0.09 0.26 -0.08 -1.137
H 3.5380 -2.7753 1.0655 0.05 0.11 0.21 0.220
H -4.4532 3.7425 -1.8206 0.09 -0.24 0.08 0.212
O -3.1197 -0.9073 0.0382 0.41 0.41 0.46 -0.669
H 2.9258 -3.0616 -0.5978 0.07 -0.16 0.14 0.235
C 2.8346 -2.4501 0.3053 -0.30 -0.52 -0.63 -0.658
O -1.1093 -2.7281 -0.1087 -0.91 -0.48 0.46 -1.068
C -0.0512 4.0005 -0.1320 0.51 -0.45 0.04 0.767
Sc 0.5167 1.0376 0.2037 -0.14 -0.11 0.36 1.831
C -3.7112 1.9315 -0.9419 -0.25 -0.53 -0.10 -0.224
F 1.0785 1.7227 -1.8479 -0.55 -0.29 0.20 -0.530
C -2.6022 1.4231 -0.3081 0.78 -0.49 0.27 0.120
H 1.6651 -4.1472 2.0573 -0.30 0.06 -0.60 0.444
N 1.1207 -3.9573 1.1896 0.16 0.07 1.07 -0.696
H 0.1264 -4.1264 1.3744 0.01 0.37 0.05 0.453
H 1.3759 -4.5721 0.4231 0.27 -0.08 -0.30 0.440
O -1.3266 0.0493 1.0429 -0.72 -0.69 0.22 -0.779
C -2.4683 4.0227 -1.1373 -0.21 0.43 0.34 -0.207
F 2.9126 0.5803 -2.6159 0.27 0.08 -0.01 -0.531
H 3.0763 -1.4564 -0.0384 0.06 0.48 0.22 0.269
P 0.2847 -2.2472 -0.6475 0.52 -0.20 -0.59 2.445
O 2.1946 -1.9997 3.2782 0.04 -0.19 0.17 -1.134
O 0.7197 3.1224 0.4556 -0.36 0.63 -0.27 -0.772
C -1.3848 3.4095 -0.5322 -0.43 -1.04 0.19 0.126
H -2.4771 5.0994 -1.3586 0.24 -0.68 -0.03 0.242
N -1.4841 2.1268 -0.1659 -0.06 0.63 -0.61 -0.463
F 3.0891 2.7871 -1.8487 0.15 -0.66 -0.17 -0.537
O 0.1447 5.1703 -0.3870 0.30 0.05 0.29 -0.611
H -1.8507 -2.1029 0.0733 0.07 0.06 -0.14 0.539
C -2.3870 0.0488 0.3144 0.08 0.13 -0.34 0.786
H -4.5863 1.3001 -1.1394 0.39 0.40 0.24 0.241
B 2.5110 1.5371 -1.7363 0.24 0.92 -0.16 1.359
C -3.6083 3.2473 -1.3398 -0.52 1.07 -0.58 -0.161
P 1.2285 -1.4648 2.3028 -0.10 0.02 -0.63 2.434

***

[4]
41
Properties=species:S:1:pos:R:3:forces:R:3:nbo_charge:R:1 method="wB97M-V/def2-TZVPD" gap_ev=9.92 e_above_lowest_kcal_mol=169.60 charge=-1
H -2.1130 3.0610 -3.1151 -0.07 -0.33 0.20 0.160
H 0.3143 -3.0426 -0.4310 -0.05 0.37 -0.06 0.231
C 4.9202 1.5136 1.0356 0.35 -0.04 -0.11 -0.246
H -2.6374 0.5110 3.3703 0.27 0.52 -0.27 0.208
H -0.8494 1.8729 -1.5187 0.22 0.22 0.09 0.494
H -0.6549 1.1360 0.4876 0.06 -0.43 0.01 0.232
H 4.3691 2.1955 1.6894 -0.08 0.09 -0.10 0.149
H 0.5981 1.6229 1.6422 0.25 -0.68 -0.27 0.218
Cl 2.1976 0.4495 -1.6235 -2.53 -0.40 -0.21 2.548
H -0.2175 -2.6900 -2.1112 -0.11 0.49 0.30 0.225
H 4.7605 1.7796 -0.0113 -0.27 0.06 0.04 0.181
C -1.8444 -3.1594 -0.6819 -0.45 1.54 1.08 0.099
H -0.2021 0.1170 3.3433 -0.12 -0.16 0.10 0.152
O 4.5848 0.1620 1.2932 -0.18 0.21 -0.15 -0.756
O 2.4243 -0.4850 -0.5418 0.59 -0.46 0.44 -0.911
H -0.2044 -4.2845 -1.5316 -0.05 -0.08 0.30 0.194
C -0.7198 0.0063 2.3840 -0.21 1.45 -0.27 0.094
C -1.5921 3.5084 -2.2675 0.69 1.35 0.33 -0.244
H -2.9442 -2.1165 -2.1586 0.17 0.59 -0.15 0.192
O -1.8625 -3.1231 0.7605 0.34 -0.24 -0.45 -0.764
H -0.9448 2.1758 1.8199 -0.59 -0.46 0.37 0.214
H -2.4103 -1.1346 2.9826 -0.09 -0.05 -0.28 0.216
O -0.1870 -1.1325 1.6999 0.15 0.50 0.37 -0.746
C -0.4281 1.2487 1.5429 0.53 1.24 0.22 -0.655
H 5.9889 1.6656 1.2116 -0.02 -0.17 0.21 0.153
H -0.6917 4.0245 -2.6333 0.03 -0.35 -0.27 0.159
H -1.8567 -1.0211 -1.2046 0.06 -0.03 -0.13 0.220
H -2.1762 4.3424 -1.8647 -0.35 -0.30 -0.06 0.163
C -0.4206 -3.2594 -1.2029 0.34 -1.14 -0.78 -0.645
H 3.7908 -0.0186 0.7582 0.19 -0.19 0.05 0.499
H -2.7397 -0.0217 1.6435 -0.13 0.11 0.06 0.215
H -1.2647 -2.3821 0.9957 -0.22 -0.39 0.17 0.494
O 0.8415 0.1672 -2.1327 0.87 0.31 0.02 -0.905
H 0.6787 -0.8142 1.3979 -0.07 -0.52 -0.38 0.501
H -2.4393 -4.0251 -0.9750 -0.02 -0.01 0.07 0.156
C -2.2185 -0.1264 2.5935 0.17 -1.47 0.34 -0.631
H -3.4030 -1.5990 -0.5511 0.04 -0.18 0.21 0.205
O -1.2649 2.6810 -1.1764 -0.37 -0.62 -0.43 -0.734
O 2.2055 1.7740 -1.0837 0.43 0.67 -0.01 -0.866
C -2.5458 -1.8640 -1.1677 -0.08 -1.03 -0.60 -0.633
O 3.1589 0.2851 -2.6671 0.29 0.00 0.00 -0.839

***

[5]
47
Properties=species:S:1:pos:R:3:forces:R:3:nbo_charge:R:1 method="wB97M-V/def2-TZVPD" gap_ev=7.61 charge=+1
N -3.3694 -2.6646 -0.6581 -0.07 -0.03 0.18 -0.833
H 3.0084 -2.8608 -1.1315 -0.33 -0.11 -0.02 0.221
C 1.1054 5.9021 0.1795 -0.16 -0.03 0.06 -0.749
H -2.4603 3.9215 -1.6178 -0.01 0.01 -0.02 0.243
H -2.0931 5.5327 -2.2978 -0.01 0.05 0.03 0.254
H -3.6112 -1.6842 -0.7287 0.02 -0.02 -0.05 0.346
Br 4.1384 -0.9659 0.5294 0.09 -0.01 -0.03 0.001
H -0.2748 3.8674 -0.6448 0.02 -0.08 -0.06 0.442
O 2.0545 0.9702 1.6291 0.17 0.11 -0.09 -0.544
N -2.6275 -2.4328 1.5403 0.12 -0.08 0.01 -0.841
C 0.3463 5.8745 -1.0987 0.28 0.29 0.03 0.723
H -3.2054 -3.0527 -1.5778 0.05 0.05 0.00 0.374
H -0.2201 -3.0937 -0.5595 0.07 -0.01 0.01 0.222
H -0.2543 -1.4204 1.5625 0.04 -0.26 -0.14 0.215
H -1.5122 0.2599 -0.5875 0.12 -0.15 0.01 0.189
C -1.9482 4.8652 -1.4551 0.10 -0.06 0.08 -0.417
H -1.9353 -2.6768 2.2393 -0.05 0.05 -0.03 0.360
H 1.3406 6.9356 0.4171 0.07 0.00 -0.02 0.288
H 4.4219 -4.1500 0.1771 -0.10 -0.02 0.07 0.226
H -2.2877 5.3259 -0.5319 0.01 0.02 0.00 0.236
H 1.5428 -3.5379 -0.4211 -0.05 -0.03 0.06 0.204
C 2.3876 -1.8484 0.6294 -0.26 -0.08 0.20 -0.192
H -1.5258 0.3787 1.1898 -0.12 0.08 -0.19 0.194
H 1.3917 -0.7105 -0.9122 0.01 -0.17 0.06 0.234
C -2.2252 -2.8983 0.2113 -0.03 0.04 -0.10 0.403
H 2.0363 5.3443 0.0434 0.00 -0.02 0.02 0.286
O 0.3059 6.6660 -1.9695 -0.14 -0.07 0.02 -0.425
C 3.3837 -4.2027 0.5091 0.04 0.08 0.14 -0.614
H -1.1314 -1.8320 -1.3315 0.14 -0.05 0.09 0.209
N 0.2069 1.1814 0.2871 -0.46 0.24 0.35 -0.679
H 2.2637 -2.0822 1.6924 -0.03 0.09 -0.14 0.220
C 2.5242 -3.1369 -0.1874 0.34 0.18 0.01 -0.434
C -0.8907 -2.2675 -0.3546 -0.22 -0.09 0.02 -0.438
H 3.3873 -4.0621 1.5964 -0.05 -0.05 -0.14 0.207
N -2.0297 -4.3381 0.2248 0.08 0.14 0.25 -0.828
H -2.7776 -4.7581 0.7703 -0.06 0.01 -0.17 0.382
H -1.1560 -4.5732 0.6841 -0.02 -0.02 -0.05 0.351
H 0.5495 5.4482 1.0005 0.00 -0.02 -0.02 0.248
C -0.2059 -1.2002 0.4902 0.17 0.30 -0.31 -0.218
C 1.3360 0.5056 0.7905 0.06 0.05 0.00 0.708
H 3.0101 -5.2085 0.3089 0.06 0.09 -0.06 0.220
C -0.8976 0.1919 0.3138 0.11 -0.01 0.21 -0.223
C 1.2912 -0.8819 0.1695 0.09 -0.01 -0.21 -0.350
H 0.0304 1.9795 0.8881 0.00 -0.12 0.10 0.365
N -0.4712 4.5861 -1.3448 -0.08 -0.09 -0.21 -0.587
H -2.8031 -1.4364 1.5891 -0.03 -0.02 -0.02 0.347
H -0.1491 4.2401 -2.2529 0.03 -0.15 0.08 0.452

***

[6]
103
Properties=species:S:1:pos:R:3:forces:R:3:mulliken_charge:R:1 method="wB97M-V/def2-TZVPD" gap_ev=0.86 charge=+2
O -0.5996 8.1882 -8.4264 -0.09 -0.24 -0.17 -0.566
Li -6.0152 -2.5613 3.2746 0.14 -0.10 -0.09 1.003
C 3.1758 6.3915 2.6619 -0.02 -0.03 -0.02 -0.642
C -0.0988 5.2766 -10.4985 -0.06 -0.95 0.05 -1.336
C -1.1669 7.9554 -10.7508 0.01 -0.18 -0.27 -0.999
H 1.9378 -4.4767 10.1731 -0.10 0.69 -0.24 0.306
N 3.0740 4.5973 3.9538 0.00 0.10 -0.03 0.009
O 3.1651 3.1221 -8.9998 -0.14 0.55 0.04 -0.623
H 1.8816 2.5938 -0.7375 -0.05 -0.06 -0.31 0.448
C -0.3077 2.4017 -0.7174 0.43 -0.26 0.80 0.816
C 1.0602 2.4385 -0.0359 0.37 0.35 0.90 -0.704
C -0.4327 1.5858 -2.0188 -0.95 0.96 -0.08 0.721
H -1.9680 -3.4657 11.4825 0.09 -0.07 -0.04 0.229
F -1.2169 1.8713 0.1157 -0.23 -0.31 0.14 -0.297
O -1.5855 7.3237 -12.9992 0.00 -0.27 -0.20 -0.543
C -2.6270 -3.6207 10.6333 0.02 0.10 0.21 -0.700
C -2.3988 -5.9750 6.6341 0.05 -0.23 0.01 -0.505
O -1.9218 -4.4837 9.7236 0.04 0.13 0.19 -0.294
H -1.6773 -6.6023 6.1215 0.12 0.04 0.09 0.291
H 3.1008 5.2063 0.7603 0.05 0.01 -0.01 0.451
C -3.9675 -5.5911 4.0787 0.34 -0.74 -0.08 0.434
C 3.0442 4.1440 2.6662 -0.06 -0.14 -0.03 -0.449
H -2.8412 -6.1506 1.9008 -0.13 -0.17 0.13 0.441
C -1.1657 7.0461 -11.9008 0.06 0.38 0.49 0.942
O 1.2977 1.3758 0.8207 0.35 -0.09 -0.59 -0.393
C -0.6071 5.6369 -11.7068 -0.06 0.25 0.27 -0.360
H 3.2361 7.4165 2.3384 0.02 0.01 0.00 0.391
H 0.3434 4.2950 -10.3234 0.38 0.32 -1.07 0.594
H -0.2341 7.4541 -7.8666 -0.55 0.61 -0.04 0.290
H -2.8396 -2.6636 10.1637 -0.07 -0.04 -0.07 0.337
H -1.5860 8.9427 -10.8817 0.01 0.00 -0.01 0.479
F -1.7116 1.7377 -2.4653 -0.19 0.21 -0.23 -0.345
O 1.0902 -3.1876 11.5367 -0.34 0.18 -0.22 -0.265
F -0.0510 0.1034 -4.5052 -0.73 -0.41 0.24 -0.194
O -3.6847 -4.3978 8.3120 -0.02 0.08 -0.02 -0.578
H -3.3071 -6.5471 6.8066 -0.05 0.07 0.05 0.358
H 0.2115 -4.3303 10.0904 -0.27 0.29 0.04 0.162
H 4.1172 0.1295 0.5262 0.34 0.04 0.29 0.374
O 0.3893 5.9000 -8.3004 0.00 -0.66 0.19 -0.460
H 3.1974 6.5107 4.8866 0.01 0.02 0.00 0.391
H 0.7492 -4.2015 -0.6864 -0.01 0.04 -0.16 0.247
H 2.3132 0.4709 -0.8051 0.07 0.36 -0.08 0.110
F 0.3493 3.4575 -3.3709 0.25 -1.23 2.24 -0.259
Li -0.0468 3.7062 -8.7769 0.69 0.11 0.75 0.672
H 2.6039 -4.8491 0.8576 0.11 -0.27 -0.01 0.468
H -4.9760 -3.7291 4.8389 0.14 -0.21 0.51 0.495
Al 1.1247 7.5345 -6.1599 0.43 -0.38 0.38 0.476
F 1.7082 1.7825 -3.0773 0.43 -0.15 0.26 -0.248
F -0.2587 0.2929 -1.8222 0.60 -0.39 0.21 -0.241
H -3.2282 -4.4212 1.8092 -0.03 0.09 -0.15 0.289
H -1.0517 5.3620 -13.4738 0.03 -0.01 -0.05 0.386
O 4.4274 4.0012 -7.1198 0.97 0.28 -0.56 -0.341
C -1.1193 -4.8897 1.9673 -0.31 -0.01 -0.42 0.008
H -0.5081 -5.5471 2.5749 0.03 -0.05 0.20 0.336
C 0.6456 -4.9731 0.0728 -0.05 -0.10 0.38 -0.760
C -0.6624 7.5206 -9.5870 -0.16 0.46 0.07 -0.053
H 1.2924 -0.5472 0.1448 -0.28 0.05 -0.01 -0.013
H 0.8956 -5.2287 11.3956 -0.57 0.31 0.30 0.278
H 1.4591 -2.9596 2.6528 0.31 0.10 0.15 0.575
H -3.5447 -4.0942 10.9713 -0.05 0.00 -0.09 0.316
C -6.2052 -4.8488 3.5191 -0.01 0.56 0.10 -1.040
H 0.9986 -5.8966 -0.3762 -0.07 -0.16 -0.10 0.392
H 1.0471 3.3264 0.5984 -0.25 0.24 -0.08 0.225
H 1.4637 -5.2442 2.0853 -0.03 -0.09 0.13 0.338
C -0.8450 -5.1231 0.4840 0.28 0.43 -0.24 -0.667
O -0.6467 4.8530 -12.7368 -0.10 0.12 -0.16 -0.500
C -0.0904 6.1825 -9.4269 0.26 0.04 -0.34 2.039
C 1.5759 -3.1266 1.5803 -1.11 -0.18 0.16 -0.664
S 3.3989 2.8590 -7.6019 -1.00 -1.13 -0.60 1.139
H -1.4259 -4.3938 -0.0830 -0.16 0.03 -0.06 0.303
H 3.4613 -2.6744 -0.6327 -0.31 -0.01 -0.01 -0.302
O -2.7644 -5.1027 3.7131 -0.39 0.33 -0.22 -0.208
C 1.0709 -4.2759 10.8459 1.19 -1.53 0.04 -0.211
C 3.1044 5.2340 1.8379 -0.06 0.02 -0.01 -0.243
O -1.8096 -5.5750 7.8732 0.05 -0.06 -0.01 -0.310
F -0.7083 3.6748 -0.9458 0.03 0.23 -0.66 -0.304
Br 4.3125 5.2039 -5.8099 -0.55 -0.04 0.28 0.121
C -5.0934 -4.6075 4.2084 -0.04 0.10 -0.41 -0.317
H 2.9846 3.0894 2.4504 0.02 0.00 -0.02 0.396
C 3.2075 -0.1967 1.0291 -0.30 -0.05 -0.27 -1.001
H 4.6003 -2.8245 1.7025 -0.07 0.06 0.15 -0.356
H -0.8929 -3.8547 2.2048 0.20 0.06 0.26 0.176
Ca -0.0648 4.2085 -5.1958 0.18 1.79 -3.10 0.691
O 2.1606 3.0835 -6.8180 -1.51 0.64 1.02 -0.411
C 3.1576 5.9630 3.9614 -0.03 -0.04 0.04 -0.451
C -2.5835 -4.7841 8.6065 0.07 -0.05 -0.08 0.731
H -1.2141 -6.0978 0.1724 -0.03 -0.19 0.09 0.403
H 3.1843 0.1493 2.0572 -0.06 0.12 0.11 0.294
H -2.5997 -5.0976 6.0294 0.00 0.10 0.08 0.186
H 3.0406 4.0164 4.7705 0.04 -0.01 0.02 0.192
H 0.8290 1.6484 -5.2887 0.09 0.10 -0.04 0.819
O -4.1742 -6.7539 4.2739 -0.06 0.38 -0.09 -0.455
O 4.0183 1.6083 -7.3132 0.23 0.18 0.39 -0.583
H 0.7062 -2.6606 1.1091 0.07 0.30 -0.14 0.239
F -1.1351 1.9593 -5.1360 -0.08 -0.05 0.56 -0.232
C 1.5951 -4.6118 1.2100 0.80 0.47 -0.29 -0.920
C 0.4320 2.0432 -3.2073 -0.46 -1.02 -0.53 1.231
H -6.2577 -5.6480 2.8002 -0.23 -0.31 0.09 0.240
C -2.5666 -5.1621 2.2636 0.20 -0.07 0.18 -1.063
C 2.0172 0.2674 0.2238 -0.37 -0.97 0.40 0.251
C 0.0125 1.4079 -4.5878 1.71 0.41 -0.39 -1.144
H -7.1051 -4.2558 3.6829 -0.23 -0.08 -0.09 0.620
Al 3.3201 -2.2409 0.9334 0.82 -0.13 -0.33 0.404